This record from the Open Molecules 2025 dataset describes a structure of composition C34H41BN7O5PPbS. The level of theory is ωB97M-V with the def2-TZVPD basis set.

Cartesian coordinates (Å):
1 Pb -0.595 0.084 0.144
2 O 0.656 2.336 -3.689
3 C 1.268 1.414 -3.238
4 C 2.742 1.407 -2.966
5 C 3.532 1.996 -3.953
6 C 4.909 1.906 -3.891
7 C 5.508 1.239 -2.829
8 C 4.727 0.699 -1.820
9 C 3.334 0.778 -1.864
10 P 2.377 0.119 -0.419
11 C 3.163 -1.541 -0.366
12 C 3.927 -2.039 0.682
13 C 4.436 -3.334 0.622
14 C 4.190 -4.132 -0.482
15 C 3.443 -3.633 -1.542
16 C 2.936 -2.346 -1.486
17 C 3.108 1.056 0.978
18 C 2.881 0.566 2.271
19 C 3.401 1.226 3.376
20 C 4.110 2.409 3.210
21 C 4.276 2.943 1.939
22 C 3.779 2.273 0.825
23 H 3.044 2.491 -4.784
24 H 5.518 2.344 -4.674
25 H 6.586 1.142 -2.784
26 H 5.200 0.216 -0.972
27 H 4.142 -1.430 1.550
28 H 5.018 -3.717 1.450
29 H 4.569 -5.147 -0.515
30 H 3.250 -4.250 -2.410
31 H 2.356 -1.959 -2.318
32 H 2.277 -0.324 2.415
33 H 3.239 0.821 4.368
34 H 4.516 2.927 4.072
35 H 4.802 3.881 1.806
36 H 3.917 2.706 -0.158
37 C 0.304 3.769 3.193
38 C -0.480 2.763 2.374
39 C -1.918 3.211 2.171
40 O 0.097 2.642 1.062
41 C -0.517 1.393 3.122
42 O -0.770 1.420 4.320
43 O -0.321 0.322 2.412
44 H 0.260 4.758 2.728
45 H 1.349 3.461 3.279
46 H -0.115 3.817 4.196
47 H -1.946 4.226 1.765
48 H -2.445 3.184 3.125
49 H -2.428 2.543 1.467
50 H 1.056 2.577 1.177
51 N -5.176 1.608 -3.665
52 C -4.107 2.097 -2.954
53 C -3.052 1.261 -2.551
54 N -2.028 1.731 -1.863
55 C -2.027 3.035 -1.551
56 C -3.088 3.838 -1.916
57 N -4.128 3.379 -2.616
58 H -5.100 0.715 -4.112
59 H -5.807 2.283 -4.056
60 H -3.066 0.196 -2.768
61 H -1.173 3.413 -0.997
62 H -3.121 4.886 -1.637
63 C -2.927 -3.696 -0.981
64 N -3.577 -3.149 0.207
65 C -3.702 -4.089 1.322
66 C -3.621 -1.798 0.380
67 O -2.959 -1.003 -0.319
68 N -4.451 -1.320 1.359
69 C -4.346 0.099 1.684
70 C -5.756 -1.913 1.626
71 H -3.505 -4.552 -1.336
72 H -1.909 -4.024 -0.768
73 H -2.898 -2.934 -1.752
74 H -2.773 -4.653 1.412
75 H -4.524 -4.791 1.156
76 H -3.869 -3.556 2.252
77 H -3.301 0.386 1.764
78 H -4.824 0.269 2.646
79 H -4.823 0.728 0.926
80 H -5.883 -2.834 1.067
81 H -6.541 -1.218 1.317
82 H -5.882 -2.121 2.690
83 B 0.394 -4.754 1.054
84 C 0.198 -3.247 0.664
85 N 0.057 -2.137 0.375
86 H -0.592 -5.093 1.682
87 H 0.507 -5.383 0.019
88 H 1.398 -4.807 1.735
89 S -1.168 -1.638 -4.015
90 C -0.173 -0.583 -3.441
91 N 0.652 0.153 -2.980

Maximum force   0.84 eV/Å
LUMO energy   -0.70 eV
HOMO level   -8.424 eV
Energy   -82641.34470 eV
Energy relative to the best compared isomer or geometry (same formula, charge and spin)   0.765 eV
Kohn-Sham gap   7.72 eV

Here are the Mulliken charges for atoms 1 to 8, given in e: 2.50 -0.53 0.10 0.40 -0.85 -0.61 -0.76 -0.16